Computed, not measured: 10 unconnected molecules or ions with the total composition H20O10, with ωB97M-V/def2-TZVPD.

Calculated values
Energy above the lowest of the compared OMol25 structures with the same formula, charge and spin = 47.1 kcal per mole
Orbital gap = 10.67 eV
Lowest unoccupied orbital energy = -0.11 eV
SMILES = O.O.O.O.O.O.O.O.O.O

Last column: Mulliken charge in e.
Element x y z (Å)
O -6.951 -9.704 4.708  -0.65
H -6.588 -10.508 4.317  0.28
H -7.629 -10.041 5.318  0.35
O -9.082 -9.432 2.177  -0.54
H -8.699 -8.674 2.649  0.29
H -8.357 -9.808 1.663  0.27
O -13.085 -11.666 3.861  -0.63
H -13.760 -10.980 3.829  0.31
H -12.243 -11.183 3.876  0.34
O -11.318 -10.922 0.592  -0.62
H -10.618 -10.724 -0.037  0.30
H -11.219 -10.258 1.285  0.33
O -10.529 -10.504 4.383  -0.41
H -9.984 -10.126 3.669  0.18
H -9.903 -10.544 5.121  0.28
O -8.772 -11.431 6.400  -0.58
H -8.947 -11.259 7.333  0.26
H -8.497 -12.355 6.353  0.27
O -12.142 -8.221 3.646  -0.64
H -11.657 -8.958 4.058  0.38
H -11.492 -7.781 3.086  0.30
O -10.726 -13.681 4.110  -0.61
H -10.701 -13.358 3.204  0.30
H -11.050 -12.929 4.619  0.29
O -8.711 -7.625 3.942  -0.67
H -7.906 -7.820 4.449  0.31
H -9.380 -7.360 4.584  0.31
O -7.699 -11.919 3.225  -0.51
H -7.576 -12.852 3.015  0.28
H -8.590 -11.710 2.919  0.25

Forces on the atoms, in the same order (eV/Å):
O -0.08 0.22 0.53
H -0.21 0.06 -0.15
H 0.38 -0.11 -0.20
O 0.03 -0.49 -0.68
H -0.20 0.08 0.27
H -0.14 -0.04 0.09
O 0.11 0.15 0.02
H 0.06 -0.04 -0.04
H -0.27 -0.10 0.07
O 0.07 -0.07 0.08
H -0.06 0.07 0.05
H 0.03 -0.01 -0.12
O 0.34 0.43 -0.15
H 0.01 -0.06 -0.31
H -0.23 -0.42 0.19
O 0.05 0.13 0.34
H 0.03 -0.05 -0.08
H -0.09 0.08 -0.20
O 0.22 -0.04 0.08
H -0.10 0.17 -0.05
H -0.10 -0.08 -0.02
O 0.39 -0.06 0.09
H -0.25 0.00 0.00
H -0.13 -0.02 -0.13
O 0.18 0.63 0.64
H -0.12 -0.17 -0.17
H 0.04 0.01 -0.14
O 0.11 -0.34 -0.22
H -0.07 0.04 0.05
H 0.01 0.04 0.16